Record 1
Molecular formula: C21H18N2O6Sn
Method: DFT, the ωB97M-V functional and the def2-TZVPD basis

```
! RIJCOSX wB97M-V def2-TZVPD def2/J DEFGRID3
* xyz 2 1
Sn 7.14 11.42 12.22
O 8.89 12.52 16.76
C 8.23 12.31 15.64
O 8.33 11.29 14.98
C 7.34 13.44 15.28
C 7.06 14.53 16.10
C 6.05 15.41 15.67
C 5.49 15.19 14.46
C 5.89 14.09 13.64
N 6.79 13.22 14.07
C 5.08 13.79 12.37
O 4.05 14.41 12.26
O 5.59 12.90 11.59
H 9.43 11.75 16.99
H 7.66 14.67 17.03
H 5.71 16.28 16.24
H 4.66 15.75 13.98
C 5.85 8.27 14.99
C 5.88 8.88 13.61
O 6.06 10.13 13.57
C 5.57 8.07 12.50
C 5.19 6.70 12.61
C 4.97 5.89 11.51
C 5.07 6.39 10.22
C 5.26 7.75 10.06
C 5.66 8.58 11.13
O 6.19 9.73 10.82
H 6.44 8.86 15.69
H 6.26 7.24 14.87
H 4.81 8.24 15.32
H 5.09 6.29 13.60
H 4.72 4.87 11.68
H 4.96 5.75 9.34
H 5.22 8.20 9.10
N 9.96 10.80 10.03
C 9.44 11.35 8.86
C 8.65 10.57 8.00
C 8.12 11.16 6.86
C 8.32 12.51 6.57
C 9.00 13.33 7.51
C 9.50 12.75 8.66
H 10.94 11.06 10.22
H 9.89 9.79 10.01
H 8.38 9.55 8.28
H 7.57 10.56 6.16
H 7.98 12.89 5.60
H 9.18 14.36 7.35
H 10.01 13.37 9.43
*
```

Values from the calculation:
**Frontier orbital gap (alpha / beta)**: 4.704 / 5.097 eV
**HOMO (alpha / beta)**: -14.234 / -14.231 eV



Record 2
Molecular formula: C21H18N5O2PtSe
Method: DFT, the ωB97M-V functional and the def2-TZVPD basis

```
! RIJCOSX wB97M-V def2-TZVPD def2/J DEFGRID3
* xyz 1 3
Pt 1.10 2.17 -0.80
O -4.46 0.42 2.83
C -3.33 0.50 3.33
O -2.86 0.15 4.42
C -2.26 1.07 2.36
C -0.93 1.15 2.76
C 0.02 1.52 1.82
N -0.36 1.81 0.59
C -1.62 1.80 0.18
C -2.62 1.44 1.07
C -1.76 2.16 -1.27
C -2.99 2.23 -1.89
C -3.06 2.56 -3.24
C -1.89 2.81 -3.93
C -0.69 2.72 -3.26
N -0.61 2.40 -1.96
C 1.51 1.60 2.00
C 2.11 1.35 3.22
C 3.50 1.43 3.32
C 4.24 1.75 2.21
C 3.58 1.98 1.01
N 2.25 1.91 0.90
H -0.71 0.87 3.78
H -3.67 1.38 0.81
H -3.89 2.04 -1.32
H -4.02 2.62 -3.73
H -1.90 3.07 -4.98
H 0.25 2.92 -3.75
H 1.50 1.11 4.08
H 3.98 1.25 4.28
H 5.32 1.83 2.24
H 4.11 2.25 0.11
C 2.48 -3.26 -2.76
N 1.43 -3.63 -1.81
C 1.04 -4.90 -1.54
C 0.04 -4.83 -0.61
N -0.16 -3.51 -0.34
C -1.15 -2.99 0.61
C 0.69 -2.76 -1.08
Se 0.81 -0.89 -1.06
H 2.88 -4.17 -3.19
H 3.27 -2.72 -2.24
H 2.06 -2.63 -3.54
H 1.48 -5.76 -2.02
H -0.53 -5.60 -0.14
H -1.67 -3.84 1.04
H -1.85 -2.34 0.10
H -0.64 -2.43 1.40
*
```

Values from the calculation:
**<S²>**: 2.02
**Frontier orbital gap (alpha / beta)**: 6.563 / 3.598 eV
**HOMO (alpha / beta)**: -10.048 / -10.047 eV



Computed values of energy relative to the best compared isomer or geometry (same formula, charge and spin) (unit: kcal per mole) for the preceding records, in sequence: 8.6, 12.0.